Model 1:
ORCA calculation (wB97M-V/def2-TZVPD) on C31H20IN7O5S3W as an isolated structure.

XYZ file:
```
68
C31H20IN7O5S3W, DFT wB97M-V/def2-TZVPD
W -0.758 1.229 -0.737
C -2.402 0.215 -5.010
C -2.490 -0.848 -3.962
N -2.735 -2.077 -4.367
C -2.901 -3.058 -3.493
C -2.910 -2.864 -2.124
C -3.130 -3.995 -1.152
O -2.190 -4.000 -0.098
C -2.628 -1.569 -1.640
C -2.680 -1.244 -0.243
N -2.069 -0.167 0.173
C -2.087 0.408 1.455
C -2.622 -0.066 2.645
C -2.395 0.695 3.782
C -1.697 1.891 3.709
C -1.215 2.376 2.495
C -1.376 1.623 1.336
I -2.243 3.532 -1.106
C -2.314 -0.549 -2.588
O -1.861 0.633 -2.180
H -2.104 -0.230 -5.957
H -1.709 1.004 -4.719
H -3.386 0.669 -5.141
H -3.043 -4.042 -3.918
H -3.120 -4.948 -1.693
H -4.111 -3.889 -0.674
H -1.316 -4.207 -0.448
H -3.237 -1.871 0.449
H -3.188 -0.982 2.695
H -2.759 0.340 4.734
H -1.510 2.451 4.611
H -0.692 3.327 2.474
S 0.954 2.439 -2.011
C 0.826 1.367 -3.410
C 0.894 1.911 -4.685
C 0.914 1.086 -5.805
C 0.931 1.650 -7.101
N 0.924 2.114 -8.148
C 0.895 -0.312 -5.642
C 0.801 -0.856 -4.368
C 0.736 -0.032 -3.252
S 0.548 -0.769 -1.674
C 0.961 -1.180 -6.755
N 1.024 -1.914 -7.631
H 0.930 2.983 -4.801
H 0.770 -1.925 -4.219
O 6.736 1.565 6.548
S 5.609 2.349 6.127
O 5.687 2.961 4.833
O 4.845 3.046 7.133
C 4.306 0.987 5.870
N 4.168 0.108 6.808
C 3.198 -0.790 6.571
C 2.466 -0.776 5.403
C 2.729 0.242 4.458
N 3.677 1.158 4.771
C 2.088 0.399 3.190
C 1.323 -0.617 2.581
C 0.744 -0.398 1.368
N 0.789 0.793 0.698
C 1.575 1.760 1.269
C 2.233 1.598 2.454
H 3.036 -1.520 7.352
H 1.695 -1.508 5.237
H 1.198 -1.579 3.050
H 0.187 -1.202 0.892
H 1.633 2.697 0.715
H 2.849 2.382 2.863
```

Output
Highest occupied orbital energy (alpha / beta)   -7.5411 / -7.5411 eV
Orbital gap (alpha / beta)   3.40 / 3.40 eV
Charge   0

---

Model 2:
ORCA calculation (wB97M-V/def2-TZVPD) on C31H20IN7O5S3W as an isolated structure.

XYZ file:
```
68
C31H20IN7O5S3W, DFT wB97M-V/def2-TZVPD
W -0.754 -1.154 -0.582
C -4.295 1.700 -2.364
C -4.377 1.036 -1.028
N -5.425 1.254 -0.254
C -5.534 0.635 0.907
C -4.571 -0.215 1.445
C -4.784 -0.934 2.753
O -4.514 -2.314 2.663
C -3.414 -0.405 0.688
C -2.163 -1.124 1.066
N -1.052 -0.243 1.100
C -0.871 0.837 1.910
C -1.396 0.891 3.213
C -1.129 1.957 4.040
C -0.325 3.005 3.613
C 0.167 3.012 2.317
C -0.127 1.949 1.490
I 0.501 1.976 -0.567
C -3.354 0.177 -0.599
O -2.306 -0.168 -1.370
H -4.847 2.635 -2.351
H -4.720 1.054 -3.134
H -3.251 1.885 -2.614
H -6.442 0.842 1.455
H -5.806 -0.759 3.114
H -4.096 -0.558 3.515
H -5.081 -2.706 1.990
H -2.243 -1.831 1.904
H -1.980 0.051 3.556
H -1.549 1.972 5.034
H -0.102 3.821 4.281
H 0.759 3.837 1.951
S -0.972 -3.534 -0.373
C 0.624 -4.049 -0.924
C 0.793 -5.339 -1.415
C 2.062 -5.823 -1.707
C 2.224 -7.184 -2.062
N 2.354 -8.308 -2.236
C 3.179 -4.983 -1.533
C 3.009 -3.690 -1.057
C 1.742 -3.214 -0.740
S 1.597 -1.621 -0.004
C 4.485 -5.458 -1.796
N 5.557 -5.809 -1.995
H -0.064 -5.980 -1.543
H 3.864 -3.051 -0.896
O 1.279 -7.145 -5.038
S 0.634 -7.286 -6.323
O -0.800 -7.188 -6.348
O 1.253 -8.154 -7.279
C 1.109 -5.535 -6.908
N 2.065 -5.374 -7.761
C 2.499 -4.106 -7.867
C 2.013 -3.106 -7.057
C 1.003 -3.435 -6.129
N 0.518 -4.697 -6.141
C 0.495 -2.611 -5.073
C -0.742 -2.931 -4.470
C -1.116 -2.320 -3.314
N -0.297 -1.458 -2.613
C 0.819 -1.043 -3.284
C 1.222 -1.556 -4.486
H 3.269 -3.937 -8.607
H 2.387 -2.097 -7.130
H -1.370 -3.674 -4.930
H -2.084 -2.514 -2.848
H 1.416 -0.280 -2.795
H 2.136 -1.208 -4.935
```

Output
Highest occupied orbital energy   -7.6614 eV
Orbital gap   4.27 eV
Charge   0

---

It is model 2 that is most stable; the runner-up trails by 0.0335 hartree.

---

Model 1:
ORCA calculation (wB97M-V/def2-TZVPD) on a 2-piece molecular cluster, C4H11N4 overall.

XYZ file:
```
19
C4H11N4, DFT wB97M-V/def2-TZVPD
C 0.875 -0.035 -1.281
C 1.505 -0.253 0.812
C 0.407 0.774 0.750
C 0.706 -0.145 -2.738
N 1.662 -0.689 -0.543
N 0.102 0.901 -0.533
N -0.007 1.538 1.732
N -1.397 -0.952 1.101
H 2.446 0.177 1.170
H 1.274 -1.102 1.458
H -0.314 -0.439 -2.983
H 1.395 -0.889 -3.123
H 0.907 0.812 -3.218
H -0.601 1.509 -0.929
H -0.747 2.213 1.602
H 0.286 1.352 2.678
H -1.464 -1.283 2.058
H -1.166 -1.762 0.534
H -2.335 -0.674 0.831
```

Output
Highest occupied orbital energy   -14.1025 eV
Orbital gap   10.82 eV
Charge   +1

---

Model 2:
ORCA calculation (wB97M-V/def2-TZVPD) on an isolated ion of composition C4H11N4 and charge +1.

XYZ file:
```
19
C4H11N4, DFT wB97M-V/def2-TZVPD
C 0.603 -0.769 0.875
C -0.305 -0.405 -0.711
C 0.706 -0.414 -1.804
C -1.952 1.273 0.389
N 1.721 -0.244 0.940
N -0.775 0.897 -0.482
N -0.119 -1.431 1.684
N 2.771 0.285 0.584
H -1.145 -1.197 -0.723
H 1.563 0.051 -1.398
H 0.384 0.260 -2.491
H 1.021 -1.375 -2.285
H -2.517 1.960 -0.245
H -2.493 0.343 0.685
H -1.510 1.811 1.275
H -0.807 -2.191 1.404
H 0.317 -1.702 2.553
H 2.636 1.288 0.682
H -0.100 1.560 -0.930
```

Output
Highest occupied orbital energy (alpha / beta)   -13.1438 / -13.1434 eV
Orbital gap (alpha / beta)   8.08 / 8.08 eV
Charge   +1
Structure (SMILES)   [H]/N=N/C(=[NH2+])[C@H](C)NC

---

Model 3:
ORCA calculation (wB97M-V/def2-TZVPD) on a 2-piece molecular cluster, C4H11N4 overall.

XYZ file:
```
19
C4H11N4, DFT wB97M-V/def2-TZVPD
C 0.039 2.198 -0.351
C -1.430 -1.126 -0.160
C -2.598 -1.093 0.615
C 1.701 0.961 0.873
N 0.536 1.117 0.031
N -0.418 -1.219 -0.736
N 1.251 -2.148 -2.091
N 0.510 -1.054 -1.654
H 0.642 3.124 -0.279
H -0.923 2.080 -0.732
H -3.503 -1.112 -0.038
H -2.566 -0.114 1.282
H -2.799 -1.800 1.367
H 2.696 1.066 0.263
H 1.686 1.715 1.660
H 1.665 -0.009 1.363
H 0.922 -2.635 -2.888
H 2.240 -1.814 -2.107
H 0.876 -0.102 -1.536
```

Output
Highest occupied orbital energy   -13.2508 eV
Orbital gap   9.80 eV
Charge   +1

---

It is model 1 that is most stable; the runner-up trails by 0.1776 hartree.

---

Model 1:
ORCA calculation (wB97M-V/def2-TZVPD) on C4H4FeO5 as an isolated structure.

XYZ file:
```
14
C4H4FeO5, DFT wB97M-V/def2-TZVPD
O 1.193 -0.557 0.184
H -2.330 0.227 -1.329
O 1.204 1.752 0.098
O -0.331 0.596 -1.091
C -1.463 -0.197 -0.807
C -1.593 -0.129 0.729
O -0.488 0.655 1.130
C 0.463 0.684 0.081
H -1.312 -1.231 -1.154
H -1.553 -1.130 1.184
H -2.513 0.372 1.058
Fe 3.041 1.423 0.150
C 2.613 -0.665 -0.146
O 3.068 -1.800 -0.088
```

Output
Highest occupied orbital energy (alpha / beta)   -7.5573 / -10.3146 eV
Orbital gap (alpha / beta)   7.21 / 6.74 eV
Spin multiplicity   7
Charge   0
⟨S²⟩   12.009

---

Model 2:
ORCA calculation (wB97M-V/def2-TZVPD) on C4H4FeO5 as an isolated structure.

XYZ file:
```
14
C4H4FeO5, DFT wB97M-V/def2-TZVPD
O -0.345 0.341 -1.288
C 0.142 0.590 -0.026
C -1.572 -0.369 -1.191
O 1.987 0.266 0.184
O -0.394 -0.350 0.821
C -1.620 -0.822 0.281
H -1.540 -1.208 -1.897
H -2.407 0.297 -1.450
H -1.645 -1.913 0.391
H -2.463 -0.378 0.830
O 0.090 1.808 0.372
O 4.208 -0.687 1.325
C 3.550 0.251 1.002
Fe 2.009 2.173 0.645
```

Output
Highest occupied orbital energy (alpha / beta)   -6.7181 / -9.5317 eV
Orbital gap (alpha / beta)   6.99 / 6.72 eV
Spin multiplicity   7
Charge   0
⟨S²⟩   12.020

---

It is model 1 that is most stable; the runner-up trails by 0.0538 hartree.

---

Model 1:
ORCA calculation (wB97M-V/def2-TZVPD) on a 3-piece molecular cluster, C3H6O2Si overall.

XYZ file:
```
12
C3H6O2Si, DFT wB97M-V/def2-TZVPD
C 1.489 -1.139 0.913
C 1.430 0.005 1.500
C -1.533 1.574 -1.158
O -1.686 0.868 -0.190
O -0.537 -1.603 -1.403
Si -2.031 -1.493 -1.477
H 0.659 -1.318 0.119
H 2.119 -1.955 1.383
H 2.154 0.350 2.303
H 0.751 0.817 1.169
H -0.638 1.543 -1.675
H -2.176 2.350 -1.485
```

Output
Highest occupied orbital energy   -9.6593 eV
Orbital gap   9.25 eV
Charge   0

---

Model 2:
ORCA calculation (wB97M-V/def2-TZVPD) on one molecule with the formula C3H6O2Si.

XYZ file:
```
12
C3H6O2Si, DFT wB97M-V/def2-TZVPD
C -1.999 0.173 -0.015
C 0.809 -0.751 -0.241
C -0.950 -0.787 0.095
O -1.981 -1.129 -0.718
O 0.021 -1.329 0.914
Si 1.808 0.744 0.224
H -2.711 0.284 0.744
H -1.850 1.084 -0.557
H 1.160 -1.588 -0.966
H 0.839 1.729 -0.065
H 2.571 0.811 -1.000
H 2.285 0.759 1.585
```

Output
Highest occupied orbital energy   -8.9182 eV
Orbital gap   9.87 eV
Charge   0
Structure (SMILES)   [SiH3][C@H]1O[C@@]12CO2

---

It is model 1 that is most stable; the runner-up trails by 0.1042 hartree.

---

Model 1:
ORCA calculation (wB97M-V/def2-TZVPD) on a 2-piece molecular cluster, C12H17N overall.

XYZ file:
```
30
C12H17N, DFT wB97M-V/def2-TZVPD
C -0.228 0.679 -3.662
C -0.769 1.564 -0.101
C 0.111 1.217 -1.131
C -0.713 1.007 -2.293
C -2.022 1.054 -1.908
C 1.035 1.931 1.379
C -0.338 1.795 1.226
C 1.928 1.722 0.324
C 1.487 1.271 -0.920
N -2.065 1.488 -0.605
H 1.383 2.444 2.276
H -0.997 2.002 2.060
H 2.978 1.606 0.564
H 2.284 1.224 -1.661
H -2.824 1.716 0.013
H -2.895 0.955 -2.518
H -0.928 -0.005 -4.181
H 0.846 0.463 -3.680
H -0.223 1.545 -4.333
C 0.490 -2.395 1.256
C -0.629 -1.342 1.499
C 0.752 -3.333 2.428
H 1.405 -1.794 1.143
H 0.193 -2.866 0.312
H -0.367 -0.388 0.997
H -1.524 -1.603 0.915
H 1.361 -2.898 3.217
H 1.327 -4.178 2.033
H -0.842 -1.191 2.574
H -0.218 -3.689 2.775
```

Output
Highest occupied orbital energy   -7.7724 eV
Orbital gap   8.71 eV
Charge   0
Structure (SMILES)   Cc1c[nH]c2ccccc12.CCC

---

Model 2:
ORCA calculation (wB97M-V/def2-TZVPD) on a 2-piece molecular cluster, C12H17N overall.

XYZ file:
```
30
C12H17N, DFT wB97M-V/def2-TZVPD
C -2.321 0.240 1.186
C -0.384 -1.434 0.507
C -0.885 -0.238 1.088
C 1.031 -1.302 0.488
C 0.170 0.538 1.465
C -0.110 -3.277 -0.995
C 1.288 -3.195 -0.888
C -0.938 -2.493 -0.235
C 1.876 -2.118 -0.247
N 1.341 -0.159 1.178
H -0.503 -4.042 -1.656
H 1.876 -3.968 -1.344
H -2.017 -2.611 -0.231
H 2.953 -1.994 -0.202
H -3.061 -0.516 0.933
H -2.457 1.025 0.438
H 0.186 1.529 1.888
H 2.201 0.034 1.663
H -2.498 0.613 2.192
C -0.591 3.133 -1.024
C -0.720 4.639 -0.915
C 0.848 2.630 -1.035
H -1.058 2.642 -0.175
H -1.084 2.759 -1.922
H -0.605 5.085 0.069
H -1.697 4.917 -1.322
H 1.038 1.730 -1.631
H 1.582 3.286 -1.513
H -0.151 5.180 -1.676
H 1.260 2.414 -0.052
```

Output
Highest occupied orbital energy   -7.7377 eV
Orbital gap   8.66 eV
Charge   0
Structure (SMILES)   Cc1c[nH]c2ccccc12.CCC

---

It is model 2 that is most stable; the runner-up trails by 0.0137 hartree.

---

Model 1:
ORCA calculation (wB97M-V/def2-TZVPD) on one molecule with the formula CH3NO3S.

XYZ file:
```
9
CH3NO3S, DFT wB97M-V/def2-TZVPD
C 1.015 0.074 0.463
N -1.316 0.425 0.436
O -0.212 0.447 1.142
O 0.799 -0.734 -0.618
O 0.271 -1.933 -0.274
S -1.170 0.698 -1.139
H 1.500 0.984 0.083
H 1.592 -0.399 1.264
H -2.478 0.438 -1.358
```

Output
Highest occupied orbital energy (alpha / beta)   -9.8312 / -7.8095 eV
Orbital gap (alpha / beta)   9.88 / 6.13 eV
Charge   0

---

Model 2:
ORCA calculation (wB97M-V/def2-TZVPD) on a 2-piece molecular cluster, CH3NO3S overall.

XYZ file:
```
9
CH3NO3S, DFT wB97M-V/def2-TZVPD
C 0.273 -0.691 0.652
N -1.764 0.138 -0.283
O -1.452 0.490 -1.528
O -2.856 0.462 -0.007
O 0.588 -0.904 -0.480
S 0.548 0.982 1.405
H -0.336 -1.237 1.381
H -0.638 0.103 -1.695
H 1.382 1.620 0.404
```

Output
Highest occupied orbital energy   -10.0228 eV
Orbital gap   10.36 eV
Charge   0
Structure (SMILES)   O=CS.O=NO

---

It is model 2 that is most stable; the runner-up trails by 0.1617 hartree.